(1)
{"formula": "C38H33Cl2N4O2PSSe2W", "method": "ωB97M-V/def2-TZVPD", "lumo_ha": [-0.2426, -0.2321], "charge": 2, "e_above_lowest_kcal_mol": 57.2, "spin_multiplicity": 3, "s2": 2.033, "orbital_gap_ev": [6.2, 6.6], "molar_mass_g_mol": 1053.4, "symbols": ["W", "N", "C", "O", "C", "C", "H", "H", "H", "H", "H", "H", "Cl", "C", "C", "C", "C", "C", "Cl", "C", "S", "H", "H", "H", "O", "N", "C", "C", "C", "C", "C", "C", "C", "P", "C", "C", "C", "C", "C", "C", "C", "C", "C", "C", "C", "C", "H", "H", "H", "H", "H", "H", "H", "H", "H", "H", "H", "H", "H", "H", "H", "H", "Se", "Se", "C", "C", "C", "C", "C", "N", "C", "C", "C", "C", "C", "N", "H", "H", "H", "H", "H", "H", "H", "H"], "coordinates": [[0.073, 0.513, -0.940], [4.566, 1.010, -2.224], [3.285, 0.680, -2.111], [2.839, 0.074, -1.117], [2.324, 1.060, -3.197], [1.021, 0.299, -2.951], [5.239, 0.741, -1.523], [4.914, 1.460, -3.055], [2.755, 0.810, -4.170], [2.180, 2.142, -3.179], [1.278, -0.762, -3.057], [0.345, 0.511, -3.777], [1.589, 2.105, 0.184], [0.770, 3.427, 0.950], [1.489, 4.423, 1.581], [0.783, 5.481, 2.128], [-0.601, 5.526, 2.043], [-1.298, 4.507, 1.414], [-3.016, 4.555, 1.308], [-0.610, 3.428, 0.845], [-1.478, 2.151, 0.019], [2.569, 4.375, 1.638], [1.323, 6.279, 2.618], [-1.145, 6.360, 2.464], [4.103, -0.114, 1.815], [2.833, -0.521, 2.118], [2.659, -0.625, 3.363], [1.398, -1.121, 3.899], [1.392, -1.474, 5.246], [0.285, -2.061, 5.826], [-0.834, -2.296, 5.051], [-0.858, -1.927, 3.716], [0.241, -1.319, 3.111], [0.115, -1.018, 1.264], [-1.746, -1.041, 1.329], [-2.620, -1.961, 0.762], [-3.994, -1.840, 0.945], [-4.506, -0.825, 1.737], [-3.641, 0.073, 2.352], [-2.280, -0.034, 2.142], [0.693, -2.674, 0.746], [-0.035, -3.833, 1.005], [0.428, -5.062, 0.564], [1.645, -5.155, -0.097], [2.412, -4.015, -0.295], [1.933, -2.778, 0.110], [4.178, -0.258, 0.854], [3.484, -0.434, 4.047], [2.287, -1.306, 5.833], [0.298, -2.340, 6.871], [-1.709, -2.758, 5.487], [-1.768, -2.105, 3.164], [-2.236, -2.808, 0.208], [-4.659, -2.559, 0.483], [-5.573, -0.746, 1.893], [-4.032, 0.851, 2.993], [-1.610, 0.659, 2.641], [-0.958, -3.785, 1.568], [-0.158, -5.953, 0.747], [2.003, -6.117, -0.441], [3.386, -4.093, -0.761], [2.525, -1.894, -0.065], [-3.200, 0.563, -2.031], [-2.419, 1.169, -4.110], [-1.260, 2.652, -3.688], [-1.368, 3.721, -4.572], [-0.563, 4.828, -4.384], [0.300, 4.829, -3.299], [0.334, 3.724, -2.474], [-0.415, 2.625, -2.657], [-2.334, -1.145, -2.167], [-3.040, -2.208, -2.700], [-2.377, -3.396, -2.957], [-1.015, -3.443, -2.702], [-0.386, -2.340, -2.170], [-1.019, -1.185, -1.869], [-2.086, 3.668, -5.379], [-0.620, 5.673, -5.056], [0.943, 5.674, -3.094], [1.001, 3.723, -1.624], [-4.090, -2.075, -2.918], [-2.905, -4.244, -3.371], [-0.436, -4.329, -2.918], [0.674, -2.378, -1.980]], "lowdin_spin": [1.826, 0.002, 0.003, 0.035, 0.002, -0.033, 0.000, 0.000, -0.002, 0.000, -0.001, 0.001, 0.037, 0.006, 0.003, -0.002, 0.003, -0.003, -0.001, 0.005, -0.008, 0.000, 0.000, 0.000, 0.000, -0.002, 0.000, 0.000, 0.000, -0.001, 0.000, -0.002, -0.004, -0.010, 0.008, 0.006, 0.000, 0.007, 0.000, 0.008, -0.001, 0.000, 0.000, 0.000, 0.000, 0.000, 0.000, 0.000, 0.000, 0.000, 0.000, 0.000, 0.001, 0.000, 0.000, 0.000, 0.000, 0.000, 0.000, 0.000, 0.000, 0.000, 0.051, 0.002, 0.001, 0.000, 0.000, 0.000, 0.000, -0.004, 0.022, -0.001, 0.016, -0.002, 0.013, 0.016, 0.000, 0.000, 0.000, 0.000, 0.001, 0.001, 0.000, 0.001]}

=====

(2)
{"formula": "C38H33GeN6O5SSe4Zr", "method": "ωB97M-V/def2-TZVPD", "lumo_ha": [0.1077, 0.1029], "charge": -2, "e_above_lowest_kcal_mol": 26.7, "spin_multiplicity": 2, "s2": 0.813, "orbital_gap_ev": [3.0, 2.5], "molar_mass_g_mol": 1165.5, "symbols": ["Zr", "C", "C", "C", "C", "C", "N", "C", "C", "C", "C", "C", "C", "C", "N", "C", "C", "C", "N", "C", "C", "N", "C", "C", "C", "N", "H", "H", "H", "H", "H", "H", "H", "H", "H", "H", "H", "H", "H", "H", "H", "H", "H", "H", "Se", "Se", "Se", "Se", "C", "Ge", "C", "C", "C", "C", "C", "C", "C", "C", "C", "C", "C", "C", "C", "C", "C", "C", "H", "H", "H", "H", "H", "H", "H", "H", "H", "H", "H", "H", "H", "H", "H", "O", "S", "O", "O", "O", "O", "C", "N"], "coordinates": [[9.809, 14.038, 13.264], [13.911, 8.210, 13.781], [13.083, 9.465, 13.805], [12.903, 10.392, 14.871], [11.896, 11.389, 14.728], [11.055, 11.444, 13.616], [9.786, 12.021, 13.802], [8.682, 11.284, 14.233], [8.213, 10.156, 13.524], [7.101, 9.453, 13.982], [6.643, 9.708, 15.344], [5.722, 8.796, 16.119], [7.118, 10.844, 16.053], [8.095, 11.699, 15.475], [8.766, 12.770, 16.265], [9.716, 12.538, 17.237], [10.415, 13.727, 17.461], [9.857, 14.666, 16.568], [9.146, 13.957, 15.574], [11.441, 10.693, 12.461], [12.543, 9.818, 12.565], [10.804, 10.850, 11.231], [11.025, 10.134, 10.038], [10.110, 10.614, 9.138], [9.351, 11.653, 9.778], [9.816, 11.837, 11.000], [15.002, 8.180, 13.957], [13.759, 7.750, 12.817], [13.500, 7.572, 14.534], [13.367, 10.243, 15.834], [11.614, 12.042, 15.595], [8.691, 9.929, 12.585], [6.720, 8.663, 13.354], [5.072, 9.380, 16.767], [6.250, 8.094, 16.798], [5.131, 8.168, 15.452], [6.789, 11.051, 17.067], [9.543, 11.639, 17.841], [11.277, 13.756, 18.117], [9.835, 15.754, 16.584], [12.961, 9.409, 11.629], [11.688, 9.261, 9.976], [10.044, 10.339, 8.045], [8.619, 12.288, 9.379], [17.462, 12.166, 10.116], [15.903, 11.775, 8.459], [14.279, 13.666, 9.392], [16.297, 14.407, 10.130], [12.400, 18.882, 13.266], [11.248, 18.245, 11.783], [9.954, 19.773, 11.606], [8.882, 19.728, 12.492], [7.907, 20.689, 12.433], [7.891, 21.694, 11.494], [8.973, 21.793, 10.605], [10.011, 20.832, 10.648], [12.393, 18.352, 10.115], [13.729, 18.290, 10.270], [14.630, 18.499, 9.206], [14.160, 18.767, 7.932], [12.771, 18.652, 7.697], [12.222, 18.703, 6.387], [10.880, 18.650, 6.168], [9.985, 18.454, 7.213], [10.431, 18.372, 8.524], [11.852, 18.456, 8.784], [12.223, 19.938, 13.500], [13.494, 18.759, 13.104], [12.140, 18.350, 14.169], [8.868, 19.028, 13.349], [7.062, 20.641, 13.117], [7.133, 22.448, 11.550], [9.011, 22.552, 9.791], [10.846, 20.894, 9.923], [14.151, 18.077, 11.244], [15.723, 18.452, 9.366], [14.802, 19.077, 7.068], [12.900, 18.912, 5.536], [10.493, 18.664, 5.125], [8.975, 18.294, 6.928], [9.727, 18.217, 9.336], [11.494, 15.257, 13.726], [12.458, 14.921, 12.586], [13.753, 14.529, 13.029], [12.677, 16.073, 11.708], [11.476, 13.860, 11.943], [8.167, 17.055, 10.902], [8.224, 16.072, 11.566], [8.396, 15.111, 12.283]], "lowdin_spin": [-0.027, 0.000, 0.000, 0.000, 0.000, 0.000, -0.001, 0.000, -0.001, 0.000, -0.001, 0.000, 0.000, -0.001, -0.008, -0.008, -0.001, -0.013, -0.006, 0.000, 0.000, 0.000, 0.000, 0.000, 0.000, 0.000, 0.000, 0.000, 0.000, 0.000, 0.000, 0.000, 0.000, 0.000, 0.000, 0.000, 0.000, -0.001, 0.000, -0.002, 0.000, 0.000, 0.000, 0.000, 0.155, 0.292, 0.325, 0.201, 0.007, 0.045, 0.010, 0.000, -0.001, 0.001, 0.000, 0.002, 0.007, 0.003, 0.002, 0.002, 0.000, 0.000, 0.000, 0.000, 0.000, 0.001, 0.001, 0.000, 0.000, -0.001, 0.000, 0.000, 0.000, 0.000, 0.000, 0.001, 0.000, 0.000, 0.000, 0.000, 0.000, -0.004, 0.005, 0.003, 0.017, 0.002, 0.000, -0.005, -0.003]}

=====

(3)
{"formula": "C38H33IN3O2OsP2", "method": "ωB97M-V/def2-TZVPD", "lumo_ha": [-0.3249, -0.4097], "charge": 3, "e_above_lowest_kcal_mol": 0.0, "spin_multiplicity": 5, "s2": 6.042, "orbital_gap_ev": [7.3, 5.7], "molar_mass_g_mol": 942.8, "symbols": ["Os", "C", "C", "N", "C", "C", "C", "O", "C", "C", "N", "C", "C", "C", "C", "C", "C", "I", "C", "O", "H", "H", "H", "H", "H", "H", "H", "H", "H", "H", "H", "H", "N", "P", "C", "C", "C", "C", "C", "C", "C", "C", "C", "C", "C", "C", "P", "C", "C", "C", "C", "C", "C", "C", "C", "C", "C", "C", "C", "H", "H", "H", "H", "H", "H", "H", "H", "H", "H", "H", "H", "H", "H", "H", "H", "H", "H", "H", "H", "H"], "coordinates": [[0.036, 0.776, 0.053], [3.971, -1.594, -1.207], [2.896, -1.560, -2.222], [3.135, -2.067, -3.424], [2.174, -2.000, -4.325], [0.877, -1.405, -4.127], [-0.053, -1.419, -5.309], [-0.859, -0.256, -5.290], [0.571, -0.908, -2.883], [-0.812, -0.527, -2.566], [-1.210, 0.034, -1.486], [-2.633, 0.205, -1.312], [-3.433, 0.695, -2.332], [-4.804, 0.792, -2.136], [-5.371, 0.382, -0.939], [-4.572, -0.105, 0.090], [-3.202, -0.170, -0.100], [-1.975, -0.856, 1.437], [1.595, -0.969, -1.883], [1.470, -0.553, -0.686], [4.925, -1.775, -1.694], [3.779, -2.422, -0.514], [3.999, -0.683, -0.612], [2.388, -2.460, -5.286], [-0.659, -2.334, -5.263], [0.544, -1.483, -6.222], [-1.199, -0.094, -6.178], [-1.566, -0.806, -3.295], [-2.984, 1.000, -3.270], [-5.432, 1.185, -2.925], [-6.442, 0.435, -0.797], [-5.018, -0.431, 1.020], [0.536, 3.563, 0.951], [1.528, 2.230, 1.217], [3.159, 2.741, 1.656], [3.316, 3.416, 2.871], [4.574, 3.873, 3.222], [5.659, 3.644, 2.381], [5.499, 2.965, 1.180], [4.244, 2.510, 0.808], [0.773, 1.327, 2.583], [-0.221, 1.874, 3.411], [-0.626, 1.185, 4.538], [-0.062, -0.054, 4.840], [0.904, -0.618, 4.011], [1.323, 0.065, 2.883], [-0.764, 3.007, 0.018], [-2.199, 3.895, 0.542], [-3.256, 3.243, 1.176], [-4.341, 3.983, 1.622], [-4.360, 5.358, 1.432], [-3.305, 6.005, 0.795], [-2.220, 5.279, 0.337], [-0.412, 3.364, -1.707], [0.897, 3.280, -2.194], [1.138, 3.401, -3.554], [0.078, 3.590, -4.432], [-1.224, 3.672, -3.952], [-1.474, 3.556, -2.593], [0.735, 4.528, 1.188], [2.477, 3.573, 3.539], [4.713, 4.401, 4.155], [6.640, 3.995, 2.671], [6.350, 2.796, 0.534], [4.113, 1.985, -0.131], [-0.664, 2.833, 3.167], [-1.378, 1.609, 5.190], [-0.376, -0.580, 5.732], [1.336, -1.579, 4.258], [2.085, -0.367, 2.241], [-3.232, 2.168, 1.320], [-5.166, 3.491, 2.118], [-5.207, 5.935, 1.780], [-3.334, 7.077, 0.651], [-1.414, 5.784, -0.183], [1.737, 3.185, -1.516], [2.154, 3.377, -3.927], [0.269, 3.705, -5.491], [-2.044, 3.845, -4.637], [-2.488, 3.645, -2.220]], "lowdin_spin": [2.174, 0.035, 0.214, -0.010, 0.240, 0.100, 0.015, 0.003, 0.035, 0.023, 0.038, 0.007, 0.002, 0.001, 0.002, 0.004, 0.014, 0.187, 0.148, 0.259, 0.001, 0.017, 0.006, 0.008, 0.007, 0.002, 0.000, 0.001, 0.000, 0.000, 0.000, 0.002, 0.011, 0.067, 0.005, 0.001, 0.000, 0.000, 0.000, 0.001, 0.057, 0.050, 0.004, 0.065, 0.002, 0.064, 0.039, 0.010, 0.001, 0.000, 0.000, 0.001, 0.002, 0.026, 0.026, 0.001, 0.011, 0.008, 0.004, 0.000, 0.000, 0.000, 0.000, 0.000, 0.001, 0.002, -0.001, 0.003, -0.001, 0.002, 0.000, 0.000, 0.000, 0.000, 0.000, 0.002, 0.000, 0.000, 0.000, 0.000]}

=====

(4)
{"formula": "C38H33N2ORuS2Se2", "method": "ωB97M-V/def2-TZVPD", "lumo_ha": [-0.0295, -0.0295], "charge": 0, "e_above_lowest_kcal_mol": 8.2, "spin_multiplicity": 2, "s2": 0.766, "orbital_gap_ev": [5.9, 5.6], "molar_mass_g_mol": 856.8, "symbols": ["Ru", "S", "C", "C", "C", "C", "C", "C", "N", "C", "C", "C", "C", "C", "C", "C", "C", "N", "C", "C", "C", "C", "C", "S", "C", "H", "H", "H", "H", "H", "H", "H", "H", "H", "H", "H", "H", "C", "Se", "C", "C", "Se", "C", "H", "H", "H", "H", "H", "H", "H", "H", "H", "H", "O", "C", "C", "C", "C", "C", "C", "C", "C", "C", "C", "C", "C", "C", "C", "H", "H", "H", "H", "H", "H", "H", "H", "H", "H", "H"], "coordinates": [[0.050, -0.046, -0.681], [-1.304, -5.260, 3.905], [-2.606, -4.871, 4.938], [-3.123, -3.645, 4.654], [-2.461, -3.016, 3.569], [-1.451, -3.773, 3.044], [-0.552, -3.448, 1.931], [-0.607, -2.171, 1.340], [0.195, -1.784, 0.360], [1.161, -2.650, -0.063], [1.256, -3.953, 0.429], [2.271, -4.826, -0.096], [3.150, -4.396, -1.024], [3.108, -3.043, -1.503], [4.019, -2.529, -2.433], [3.932, -1.214, -2.839], [2.907, -0.430, -2.269], [2.049, -0.888, -1.392], [2.122, -2.179, -1.015], [4.865, -0.637, -3.814], [5.900, -1.257, -4.460], [6.604, -0.399, -5.341], [6.093, 0.862, -5.352], [4.760, 1.014, -4.298], [0.367, -4.346, 1.437], [-2.917, -5.564, 5.702], [-3.951, -3.208, 5.191], [-2.743, -2.050, 3.179], [-1.323, -1.436, 1.672], [2.314, -5.841, 0.278], [3.911, -5.060, -1.414], [4.790, -3.180, -2.826], [2.779, 0.608, -2.552], [6.155, -2.297, -4.317], [7.448, -0.707, -5.939], [6.428, 1.711, -5.926], [0.427, -5.355, 1.829], [2.417, -1.332, 3.407], [2.989, -0.500, 1.749], [2.953, 1.356, 2.355], [1.711, 1.753, 3.131], [0.072, 1.513, 2.093], [-1.145, 2.024, 3.517], [2.541, -2.405, 3.278], [1.367, -1.118, 3.601], [3.038, -0.998, 4.237], [3.056, 1.949, 1.446], [3.838, 1.526, 2.968], [1.778, 2.808, 3.401], [1.630, 1.177, 4.053], [-0.977, 3.062, 3.796], [-1.022, 1.371, 4.378], [-2.153, 1.919, 3.118], [-0.274, -0.132, -2.368], [-6.258, 3.462, -0.131], [-6.004, 2.349, -0.922], [-4.737, 1.788, -0.960], [-3.694, 2.325, -0.203], [-3.958, 3.462, 0.562], [-5.226, 4.022, 0.608], [-2.319, 1.772, -0.220], [-1.921, 0.490, -0.268], [-2.924, -0.603, -0.194], [-2.949, -1.641, -1.127], [-3.865, -2.676, -1.015], [-4.769, -2.713, 0.038], [-4.742, -1.701, 0.987], [-3.824, -0.667, 0.876], [-7.249, 3.898, -0.104], [-6.797, 1.917, -1.519], [-4.547, 0.927, -1.587], [-3.149, 3.910, 1.132], [-5.407, 4.899, 1.217], [-1.551, 2.543, -0.213], [-2.237, -1.614, -1.949], [-3.871, -3.463, -1.760], [-5.480, -3.525, 0.123], [-5.437, -1.717, 1.819], [-3.814, 0.127, 1.616]], "lowdin_spin": [0.576, 0.000, 0.001, 0.000, 0.001, 0.000, -0.001, -0.009, -0.002, -0.004, 0.000, 0.000, 0.001, -0.001, -0.001, -0.001, 0.001, 0.010, 0.000, 0.000, 0.000, 0.000, 0.000, 0.000, -0.009, 0.000, 0.000, 0.000, 0.000, 0.000, 0.000, 0.000, 0.001, 0.000, 0.000, 0.000, -0.001, 0.001, 0.009, 0.000, 0.000, 0.005, 0.001, 0.000, 0.000, 0.000, 0.000, 0.000, 0.000, 0.000, 0.000, 0.000, 0.000, 0.413, 0.002, 0.000, 0.002, 0.001, 0.002, 0.000, 0.012, -0.004, -0.002, -0.002, 0.000, -0.001, 0.000, -0.001, 0.000, 0.000, 0.000, 0.000, 0.000, 0.000, 0.000, 0.000, 0.000, 0.000, 0.000]}